The following is a DFT calculation (ωB97M-V/def2-TZVPD) of a 7-piece molecular cluster, C12H31F6N8O9 overall at a distorted geometry.

Last columns: bonded neighbours and bond lengths (Å).
CARTESIAN COORDINATES (ANGSTROEM)
1 O -0.849 -0.713 -0.751  H2 1.033, H3 0.981, H4 0.986
2 H -1.417 0.000 -0.264  O1 1.033
3 H 0.100 -0.688 -0.503  O1 0.981
4 H -1.245 -1.608 -0.638  O1 0.986
5 C 3.282 -1.658 -1.022  O6 1.429, O7 1.337, C8 1.562, H19 1.111
6 O 4.276 -1.047 -0.198  C5 1.429, C12 1.391
7 O 2.094 -1.078 -0.827  C5 1.337
8 C 3.787 -1.644 -2.500  C5 1.562, F9 1.353, F10 1.348, F11 1.339
9 F 4.647 -2.664 -2.726  C8 1.353
10 F 2.803 -1.811 -3.405  C8 1.348
11 F 4.430 -0.507 -2.795  C8 1.339
12 C 5.521 -1.653 -0.061  O6 1.391, C13 1.510, H17 1.102, H18 1.101
13 C 6.433 -0.842 0.828  C12 1.510, H14 1.091, H15 1.092, H16 1.094
14 H 6.608 0.120 0.344  C13 1.091
15 H 6.115 -0.693 1.863  C13 1.092
16 H 7.416 -1.309 0.941  C13 1.094
17 H 6.088 -1.719 -1.004  C12 1.102
18 H 5.474 -2.719 0.209  C12 1.101
19 H 3.205 -2.718 -0.700  C5 1.111
20 C -3.262 1.049 1.456  O21 1.444, O22 1.314, C23 1.524, H34 1.121
21 O -3.010 1.459 2.817  C20 1.444, C27 1.411
22 O -2.157 1.029 0.745  C20 1.314
23 C -4.229 -0.126 1.387  C20 1.524, F24 1.369, F25 1.330, F26 1.355
24 F -3.731 -1.193 2.085  C23 1.369
25 F -5.460 0.119 1.829  C23 1.330
26 F -4.339 -0.621 0.130  C23 1.355
27 C -4.000 2.216 3.478  O21 1.411, C28 1.517, H32 1.091, H33 1.101
28 C -3.578 2.333 4.931  C27 1.517, H29 1.090, H30 1.092, H31 1.092
29 H -2.907 3.165 5.147  C28 1.090
30 H -4.465 2.391 5.566  C28 1.092
31 H -2.989 1.467 5.239  C28 1.092
32 H -5.031 1.871 3.391  C27 1.091
33 H -3.963 3.222 3.032  C27 1.101
34 H -3.870 1.940 1.148  C20 1.121
35 C 1.771 1.118 2.413  O36 1.223, N37 1.372, N38 1.369
36 O 1.538 1.668 3.480  C35 1.223
37 N 2.996 0.606 2.069  C35 1.372, H39 1.001, H40 1.008
38 N 0.842 0.780 1.466  C35 1.369, H41 1.002, H42 1.015
39 H 3.705 0.387 2.740  N37 1.001
40 H 2.997 0.072 1.214  N37 1.008
41 H 1.061 0.204 0.676  N38 1.002
42 H -0.099 1.096 1.675  N38 1.015
43 C -3.255 3.560 -2.204  O44 1.219, N45 1.368, N46 1.388
44 O -4.350 3.729 -1.694  C43 1.219
45 N -2.150 3.041 -1.588  C43 1.368, H47 1.010, H48 1.005
46 N -2.958 4.016 -3.481  C43 1.388, H49 1.001, H50 1.005
47 H -2.334 2.651 -0.674  N45 1.010
48 H -1.274 3.050 -2.079  N45 1.005
49 H -2.068 3.937 -3.932  N46 1.001
50 H -3.790 4.430 -3.864  N46 1.005
51 C 0.921 1.540 -3.094  O52 1.233, N53 1.361, N54 1.358
52 O 0.047 2.364 -3.374  C51 1.233
53 N 1.075 0.394 -3.811  C51 1.361, H55 1.000, H56 1.001
54 N 1.798 1.664 -2.065  C51 1.358, H57 1.000, H58 1.017
55 H 0.394 0.187 -4.512  N53 1.000
56 H 1.853 -0.178 -3.544  N53 1.001
57 H 2.045 2.536 -1.642  N54 1.000
58 H 2.260 0.798 -1.800  N54 1.017
59 C -1.802 -4.330 -0.154  O60 1.211, N61 1.381, N62 1.374
60 O -1.728 -3.122 -0.119  C59 1.211
61 N -0.779 -5.208 0.140  C59 1.381, H63 1.000, H64 1.004
62 N -2.967 -5.014 -0.407  C59 1.374, H65 1.006, H66 1.005
63 H -0.956 -6.060 0.633  N61 1.000
64 H 0.144 -4.929 -0.141  N61 1.004
65 H -3.829 -4.511 -0.536  N62 1.006
66 H -2.885 -5.846 -0.965  N62 1.005

Properties
* HOMO-LUMO gap: 7.7 eV
* strongest force on any atom: 0.077 Eh/bohr
* charge: -1
* LUMO level: 0.07529 Ha
* energy above the lowest of the compared OMol25 structures with the same formula, charge and spin: 0.0 kJ/mol



The following is a DFT calculation (ωB97M-V/def2-TZVPD) of a 3-piece molecular cluster, C5H15NO2 overall at a distorted geometry.

Last columns: bonded neighbours and bond lengths (Å).
CARTESIAN COORDINATES (ANGSTROEM)
1 C -2.807 -1.061 1.630  C2 1.516, H7 1.091, H8 1.081, H9 1.090
2 C -2.931 -0.245 0.359  C1 1.516, C3 1.325, H10 1.087
3 C -2.042 0.699 0.091  C2 1.325, N4 1.401, H11 1.083
4 N -2.146 1.601 -0.975  C3 1.401, C5 1.462, H12 1.011
5 C -0.890 1.839 -1.683  N4 1.462, C6 1.557, H13 1.091, H14 1.087
6 C -0.295 0.613 -2.436  C5 1.557, H15 1.098, H16 1.081, H17 1.097
7 H -2.536 -2.088 1.379  C1 1.091
8 H -2.039 -0.658 2.275  C1 1.081
9 H -3.728 -1.038 2.213  C1 1.090
10 H -3.815 -0.479 -0.229  C2 1.087
11 H -1.115 0.752 0.649  C3 1.083
12 H -2.806 1.228 -1.643  N4 1.011
13 H -0.138 2.193 -0.977  C5 1.091
14 H -1.081 2.534 -2.497  C5 1.087
15 H -0.760 0.590 -3.431  C6 1.098
16 H -0.415 -0.373 -2.008  C6 1.081
17 H 0.743 0.918 -2.619  C6 1.097
18 H 4.010 0.450 0.055  O20 0.964
19 H 4.677 0.340 1.462  O20 0.970
20 O 4.517 -0.133 0.630  H18 0.964, H19 0.970
21 H 4.292 -2.006 1.311  O23 0.980
22 H 4.928 -2.998 2.281  O23 0.963
23 O 4.074 -2.628 2.035  H21 0.980, H22 0.963

Properties
* HOMO-LUMO gap: 8.4 eV
* strongest force on any atom: 0.029 Eh/bohr
* LUMO level: 0.01505 Ha
* energy above the lowest of the compared OMol25 structures with the same formula, charge and spin: 147.1 kJ/mol
* structure (SMILES): C/C=C/NCC.O.O



The following is a DFT calculation (ωB97M-V/def2-TZVPD) of one molecule with the formula C4H10N2 at a distorted geometry.

Last columns: bonded neighbours and bond lengths (Å).
CARTESIAN COORDINATES (ANGSTROEM)
1 C -0.051 -1.046 -1.426  C2 1.546, N6 1.444, H7 1.073, H8 1.033
2 C -0.966 -0.330 -0.407  C1 1.546, C3 1.510, H9 1.075, H10 1.137
3 C -0.309 -0.275 0.952  C2 1.510, C4 1.479, H11 1.112, H12 1.115
4 C 0.697 0.809 0.954  C3 1.479, N5 1.437, H13 1.075, H14 1.110
5 N 0.201 2.158 0.934  C4 1.437, H16 1.011
6 N 1.367 -0.931 -1.180  C1 1.444, H15 0.950
7 H -0.364 -2.068 -1.324  C1 1.073
8 H -0.323 -0.698 -2.361  C1 1.033
9 H -1.950 -0.763 -0.383  C2 1.075
10 H -1.126 0.729 -0.788  C2 1.137
11 H -1.042 0.055 1.720  C3 1.112
12 H 0.056 -1.293 1.219  C3 1.115
13 H 1.375 0.735 1.786  C4 1.075
14 H 1.264 0.785 0.000  C4 1.110
15 H 1.585 -0.041 -1.430  N6 0.950
16 H -0.416 2.174 1.734  N5 1.011

Properties
* HOMO-LUMO gap: 4.2 eV
* strongest force on any atom: 0.075 Eh/bohr
* LUMO level: -0.11559 Ha
* energy above the lowest of the compared OMol25 structures with the same formula, charge and spin: 735.2 kJ/mol



The following is a DFT calculation (ωB97M-V/def2-TZVPD) of a 7-piece molecular cluster, C23H48N3O7 overall at a distorted geometry.

Last columns: bonded neighbours and bond lengths (Å).
CARTESIAN COORDINATES (ANGSTROEM)
1 C -2.644 0.648 2.246  O2 1.424, H10 1.081, H11 1.086, H12 1.092
2 O -1.518 0.890 1.409  C1 1.424, C3 1.394
3 C -0.299 0.928 2.085  O2 1.394, N4 1.488, H13 1.082, H14 1.089
4 N 0.248 2.306 2.207  C3 1.488, C5 1.498, C8 1.376
5 C 1.232 2.359 3.335  N4 1.498, C6 1.518, H15 1.078, H16 1.084
6 C 0.350 2.616 4.544  C5 1.518, N7 1.481, H17 1.078, H18 1.086
7 N -0.794 3.369 3.980  C6 1.481, C8 1.377, H19 1.016
8 C -0.628 3.285 2.616  N4 1.376, N7 1.377, N9 1.315
9 N -1.246 4.179 1.876  C8 1.315, H20 1.011, H21 1.017
10 H -3.488 0.439 1.605  C1 1.081
11 H -2.506 -0.211 2.896  C1 1.086
12 H -2.889 1.550 2.810  C1 1.092
13 H 0.420 0.375 1.496  C3 1.082
14 H -0.354 0.412 3.041  C3 1.089
15 H 1.846 1.477 3.410  C5 1.078
16 H 1.803 3.248 3.093  C5 1.084
17 H 0.853 3.138 5.341  C6 1.078
18 H -0.100 1.700 4.914  C6 1.086
19 H -1.712 2.958 4.127  N7 1.016
20 H -1.168 5.151 2.142  N9 1.011
21 H -1.863 3.974 1.094  N9 1.017
22 C -3.878 3.734 -2.989  C23 1.500, H26 1.088, H27 1.090, H28 1.086
23 C -3.850 3.541 -1.502  C22 1.500, O24 1.216, C25 1.509
24 O -3.598 4.455 -0.741  C23 1.216
25 C -4.154 2.155 -0.989  C23 1.509, H29 1.091, H30 1.090, H31 1.090
26 H -3.643 4.770 -3.223  C22 1.088
27 H -3.141 3.085 -3.463  C22 1.090
28 H -4.864 3.495 -3.376  C22 1.086
29 H -3.425 1.444 -1.382  C25 1.091
30 H -5.154 1.855 -1.301  C25 1.090
31 H -4.105 2.149 0.100  C25 1.090
32 C -5.149 -0.355 -5.402  C33 1.508, H36 1.088, H37 1.091, H38 1.091
33 C -5.365 1.092 -5.768  C32 1.508, O34 1.212, C35 1.507
34 O -5.383 1.962 -4.926  C33 1.212
35 C -5.557 1.407 -7.229  C33 1.507, H39 1.091, H40 1.091, H41 1.087
36 H -5.026 -0.443 -4.324  C32 1.088
37 H -6.009 -0.951 -5.710  C32 1.091
38 H -4.253 -0.736 -5.894  C32 1.091
39 H -6.434 0.883 -7.612  C35 1.091
40 H -4.677 1.099 -7.797  C35 1.091
41 H -5.701 2.477 -7.354  C35 1.087
42 C 0.829 -2.657 1.043  C43 1.504, H46 1.089, H47 1.089, H48 1.090
43 C 0.434 -2.731 2.493  C42 1.504, O44 1.217, C45 1.505
44 O 0.597 -1.799 3.257  C43 1.217
45 C -0.175 -4.025 2.962  C43 1.505, H49 1.090, H50 1.091, H51 1.088
46 H 1.260 -1.680 0.829  C42 1.089
47 H 1.567 -3.425 0.819  C42 1.089
48 H -0.044 -2.809 0.409  C42 1.090
49 H 0.529 -4.844 2.810  C45 1.090
50 H -1.089 -4.231 2.402  C45 1.091
51 H -0.414 -3.953 4.020  C45 1.088
52 C 2.684 -4.509 -2.771  C53 1.506, H56 1.089, H57 1.088, H58 1.090
53 C 1.222 -4.501 -2.415  C52 1.506, O54 1.213, C55 1.508
54 O 0.839 -4.630 -1.271  C53 1.213
55 C 0.246 -4.329 -3.552  C53 1.508, H59 1.091, H60 1.091, H61 1.088
56 H 3.276 -4.641 -1.866  C52 1.089
57 H 2.899 -5.324 -3.457  C52 1.088
58 H 2.959 -3.564 -3.242  C52 1.090
59 H 0.364 -5.141 -4.271  C55 1.091
60 H 0.424 -3.376 -4.055  C55 1.091
61 H -0.770 -4.343 -3.165  C55 1.088
62 C 2.798 5.016 7.022  C63 1.514, H66 1.087, H67 1.092, H68 1.092
63 C 2.881 4.818 8.520  C62 1.514, O64 1.205, C65 1.510
64 O 3.240 5.707 9.248  C63 1.205
65 C 2.495 3.459 9.055  C63 1.510, H69 1.092, H70 1.092, H71 1.087
66 H 3.101 6.031 6.775  C62 1.087
67 H 3.463 4.315 6.514  C62 1.092
68 H 1.771 4.863 6.682  C62 1.092
69 H 3.145 2.691 8.632  C65 1.092
70 H 1.457 3.236 8.799  C65 1.092
71 H 2.599 3.454 10.137  C65 1.087
72 C 6.272 -3.838 -4.431  C73 1.510, H76 1.088, H77 1.091, H78 1.091
73 C 5.711 -5.024 -5.177  C72 1.510, O74 1.210, C75 1.508
74 O 4.525 -5.267 -5.181  C73 1.210
75 C 6.696 -5.893 -5.917  C73 1.508, H79 1.091, H80 1.091, H81 1.087
76 H 5.463 -3.298 -3.945  C72 1.088
77 H 6.981 -4.174 -3.674  C72 1.091
78 H 6.780 -3.166 -5.126  C72 1.091
79 H 7.422 -6.313 -5.219  C75 1.091
80 H 7.220 -5.305 -6.671  C75 1.091
81 H 6.165 -6.706 -6.407  C75 1.087

Properties
* HOMO-LUMO gap: 7.1 eV
* strongest force on any atom: 0.037 Eh/bohr
* charge: +1
* LUMO level: -0.14962 Ha